Record 1
The following is a quantum chemistry calculation of 4 unconnected molecules or ions with the total composition C33H73NO15P5S in a non-equilibrium geometry, from the OMol25 dataset.

Structure (ORCA input):
```
! wB97M-V def2-TZVPD RIJCOSX def2/J DEFGRID3
* xyz -1 1
C -3.35 -2.94 0.41
C -3.91 -4.48 0.17
C -2.85 -5.50 0.82
P -1.53 -6.13 -0.44
O -0.38 -6.11 0.90
C 0.93 -5.75 0.33
C 2.15 -5.93 1.35
C 2.74 -4.54 1.93
C 3.32 -3.58 0.76
N 4.59 -2.89 1.12
C 4.74 -1.57 0.42
C 4.67 -1.70 -1.20
C 5.13 -3.00 -1.95
C 5.04 -3.20 -3.49
C 4.48 -2.01 -4.32
C 4.04 -0.68 -3.62
C 4.12 -0.50 -2.05
O 3.70 0.71 -1.40
C 0.97 -6.69 -1.01
P 2.20 -5.92 -2.26
S 1.57 -4.11 -2.64
O -0.34 -6.60 -1.67
H -3.21 -2.49 -0.64
H -2.41 -2.91 1.05
H -4.17 -2.38 0.98
H -4.89 -4.58 0.78
H -4.13 -4.67 -0.93
H -3.42 -6.41 1.23
H -2.24 -5.03 1.68
H -1.89 -7.54 -0.30
H -2.57 -6.12 -1.47
H -1.28 -4.79 -0.90
H 0.76 -4.63 0.12
H 1.76 -6.53 2.25
H 2.99 -6.49 0.79
H 3.66 -4.82 2.58
H 1.98 -3.93 2.53
H 2.57 -2.76 0.44
H 3.47 -4.26 -0.16
H 5.42 -3.46 0.93
H 5.77 -1.10 0.66
H 3.97 -0.83 0.83
H 5.52 -3.84 -1.27
H 5.38 -4.19 -3.95
H 4.37 -2.11 -5.45
H 3.66 0.17 -4.27
H 4.38 1.37 -1.69
H 1.07 -7.83 -0.79
H 2.30 -6.69 -3.46
H 3.50 -5.94 -1.59
O -8.46 -3.00 -5.97
P -7.38 -3.25 -4.92
O -7.56 -4.90 -4.84
C -7.08 -5.68 -5.93
C -5.57 -5.67 -6.01
O -8.31 -2.86 -3.60
C -9.46 -2.04 -3.75
C -10.70 -2.87 -4.03
O -6.09 -3.43 -3.79
C -4.90 -2.71 -4.08
C -5.14 -1.24 -4.36
H -7.53 -5.33 -6.87
H -7.43 -6.70 -5.76
H -5.21 -4.70 -6.36
H -5.21 -6.43 -6.72
H -5.12 -5.86 -5.03
H -9.29 -1.29 -4.53
H -9.60 -1.48 -2.82
H -10.52 -3.67 -4.74
H -11.51 -2.24 -4.41
H -11.05 -3.35 -3.11
H -4.39 -3.18 -4.93
H -4.24 -2.81 -3.21
H -5.77 -1.10 -5.25
H -4.19 -0.73 -4.55
H -5.65 -0.76 -3.52
O -1.99 4.81 -0.43
P -0.53 4.96 -0.87
O -0.16 6.24 0.12
C -0.02 6.01 1.51
C 1.22 5.19 1.82
O -0.84 5.81 -2.26
C -2.12 5.74 -2.87
C -3.05 6.82 -2.33
O 1.11 4.99 -1.37
C 1.79 3.73 -1.42
C 1.03 2.68 -2.20
H -0.91 5.52 1.90
H 0.07 6.99 1.99
H 1.08 4.15 1.51
H 1.43 5.19 2.89
H 2.09 5.58 1.29
H -2.55 4.74 -2.74
H -1.99 5.89 -3.94
H -2.98 6.93 -1.25
H -4.09 6.59 -2.59
H -2.79 7.79 -2.76
H 1.98 3.38 -0.40
H 2.76 3.91 -1.89
H 0.05 2.46 -1.74
H 1.60 1.75 -2.24
H 0.83 3.02 -3.23
O 3.32 6.21 5.50
P 4.44 6.03 6.53
O 4.35 4.38 6.63
C 4.85 3.61 5.54
C 6.36 3.71 5.42
O 3.51 6.38 7.87
C 2.30 7.13 7.73
C 1.11 6.21 7.48
O 5.75 5.94 7.63
C 6.90 6.73 7.31
C 6.56 8.18 7.02
H 4.37 3.92 4.61
H 4.57 2.57 5.73
H 6.65 4.70 5.05
H 6.75 2.96 4.72
H 6.84 3.57 6.40
H 2.41 7.87 6.94
H 2.15 7.68 8.66
H 1.33 5.42 6.77
H 0.26 6.79 7.11
H 0.82 5.72 8.41
H 7.41 6.29 6.46
H 7.57 6.68 8.17
H 5.90 8.27 6.15
H 7.47 8.75 6.81
H 6.04 8.64 7.87
*
```

Its energy is -4589.15758 hartree. The highest occupied orbital energy is -4.12 eV.

Record 2
The following is a quantum chemistry calculation of 10 unconnected molecules or ions with the total composition C33H73NO29S7 in a non-equilibrium geometry, from the OMol25 dataset.

Structure (ORCA input):
```
! wB97M-V def2-TZVPD RIJCOSX def2/J DEFGRID3
* xyz 0 1
O 10.59 29.25 9.49
N 11.05 28.34 8.85
O 11.32 27.24 9.26
C 11.18 28.65 7.40
C 11.85 27.73 6.62
C 11.93 27.93 5.25
C 11.32 29.01 4.68
C 10.75 30.01 5.44
C 10.61 29.78 6.77
H 12.09 26.79 7.08
H 12.53 27.31 4.60
H 11.56 29.11 3.63
H 10.27 30.88 5.02
H 10.01 30.46 7.35
C 16.57 30.85 6.77
C 16.16 29.40 6.51
O 17.04 28.57 7.19
S 16.75 26.94 7.23
C 17.11 26.56 5.55
O 17.76 26.35 8.16
O 15.30 26.80 7.39
H 15.84 31.50 6.29
H 17.47 31.08 6.19
H 16.53 31.19 7.81
H 15.16 29.26 6.93
H 16.15 29.12 5.46
H 18.00 27.16 5.36
H 16.29 26.67 4.84
H 17.33 25.51 5.36
C 19.81 25.45 11.16
C 20.37 26.90 10.97
O 19.93 27.76 11.91
S 19.20 29.24 11.51
C 17.59 28.60 11.02
O 18.96 30.07 12.66
O 19.77 29.82 10.29
H 19.86 25.17 12.21
H 20.30 24.71 10.53
H 18.75 25.48 10.89
H 21.45 27.04 10.99
H 19.90 27.31 10.08
H 17.83 27.92 10.20
H 17.01 29.45 10.64
H 17.16 28.08 11.87
C 13.50 22.95 14.92
C 14.17 24.02 14.08
O 15.59 23.81 14.20
S 16.58 24.30 12.96
C 17.49 25.71 13.82
O 17.51 23.15 12.67
O 15.85 24.96 11.85
H 13.71 21.97 14.50
H 12.42 23.14 14.95
H 13.67 22.93 16.00
H 13.92 24.00 13.02
H 14.11 25.05 14.43
H 18.11 26.19 13.06
H 18.03 25.29 14.66
H 16.68 26.37 14.10
C 11.07 23.39 11.37
C 11.68 22.49 10.33
O 13.07 22.32 10.59
S 14.02 21.89 9.29
C 14.19 23.61 8.58
O 15.32 21.38 9.75
O 13.28 21.12 8.29
H 10.04 23.66 11.17
H 11.64 24.32 11.29
H 11.07 22.97 12.38
H 11.19 21.53 10.39
H 11.44 22.96 9.37
H 14.41 24.23 9.45
H 13.24 23.94 8.16
H 14.98 23.61 7.83
C 8.44 32.71 10.11
C 9.12 32.56 11.42
O 8.21 33.27 12.31
S 8.32 33.13 13.94
C 10.02 33.66 14.19
O 7.37 34.07 14.54
O 8.18 31.73 14.24
H 7.43 32.30 10.14
H 8.88 32.17 9.28
H 8.45 33.73 9.71
H 9.17 31.52 11.72
H 10.09 33.06 11.39
H 10.30 33.76 15.23
H 10.09 34.59 13.62
H 10.71 32.91 13.80
C 13.69 32.76 7.57
C 13.69 34.10 8.38
O 13.13 33.99 9.71
S 12.62 35.26 10.58
C 14.22 36.22 10.80
O 11.67 36.01 9.71
O 12.10 34.80 11.86
H 12.69 32.33 7.53
H 14.42 32.16 8.13
H 14.01 32.95 6.55
H 14.71 34.49 8.33
H 13.31 34.96 7.84
H 14.34 36.46 11.86
H 14.26 37.04 10.08
H 15.02 35.50 10.65
C 9.91 29.42 16.92
C 11.28 28.84 16.66
O 12.28 29.83 16.87
S 12.86 30.73 15.56
C 13.95 29.37 14.85
O 11.79 30.93 14.64
O 13.62 31.89 16.09
H 9.14 28.66 16.86
H 9.67 30.15 16.14
H 9.66 30.02 17.80
H 11.35 28.08 17.44
H 11.45 28.23 15.77
H 13.26 28.60 14.50
H 14.52 28.86 15.63
H 14.57 29.83 14.08
C 12.91 31.67 11.50
O 13.03 30.26 11.66
C 13.81 29.54 10.81
O 14.44 29.95 9.81
O 13.66 28.20 11.17
C 14.31 27.21 10.40
H 13.88 32.15 11.59
H 12.19 32.06 12.22
H 12.32 31.82 10.59
H 14.20 26.26 10.92
H 15.39 27.34 10.34
H 13.95 27.13 9.37
C 18.27 32.50 10.36
O 17.04 32.81 11.02
C 17.01 33.24 12.28
O 18.02 33.46 12.98
O 15.72 33.57 12.45
C 15.30 34.36 13.60
H 18.10 31.85 9.50
H 19.04 32.01 10.97
H 18.74 33.43 10.06
H 14.39 34.93 13.38
H 16.07 34.96 14.07
H 15.01 33.59 14.32
*
```

Its energy is -6324.86124 hartree. Its structure (SMILES) is O=[N+]([O-])c1ccccc1.CCOS(C)(=O)=O.CCOS(C)(=O)=O.CCOS(C)(=O)=O.CCOS(C)(=O)=O.CCOS(C)(=O)=O.CCOS(C)(=O)=O.CCOS(C)(=O)=O.COC(=O)OC.COC(=O)OC. The highest occupied orbital energy is -10.55 eV.

Record 3
The following is a quantum chemistry calculation of 10 unconnected molecules or ions with the total composition C33H74N12O24P2S2 in a non-equilibrium geometry, from the OMol25 dataset.

Structure (ORCA input):
```
! wB97M-V def2-TZVPD RIJCOSX def2/J DEFGRID3
* xyz 0 1
C 6.30 1.14 -0.25
C 7.36 0.48 0.78
C 7.72 -1.05 0.44
C 6.41 -1.94 0.07
C 6.56 -2.35 -1.47
C 5.36 -3.24 -2.05
C 4.66 -4.21 -0.99
C 3.19 -3.62 -0.65
C 2.20 -4.76 -0.07
C 0.69 -4.23 -0.31
O 0.21 -3.62 0.92
C -1.22 -3.55 0.82
C -1.85 -2.39 1.78
C -3.35 -2.89 2.06
C -4.45 -2.38 1.02
C -4.10 -2.58 -0.53
C -4.32 -4.13 -0.90
C -5.55 -4.30 -1.94
O -5.22 -3.67 -3.19
C -6.10 -2.58 -3.52
N -0.98 -2.47 3.02
C -1.24 -3.55 3.68
S -1.49 -5.03 4.40
O -1.71 -1.18 1.04
C -1.96 0.04 1.73
C -2.93 0.89 0.72
C -2.42 0.77 -0.79
C -2.52 2.18 -1.62
N -1.12 2.58 -2.03
N -2.70 0.00 3.01
C -2.04 0.28 4.07
S -1.31 0.98 5.40
P -0.36 1.13 1.71
P 1.42 -0.03 2.17
O 2.59 0.99 2.20
O 1.73 -1.04 0.84
O 1.44 -0.80 3.67
H 6.29 0.59 -1.25
H 5.29 1.16 0.26
H 6.62 2.22 -0.46
H 6.99 0.59 1.86
H 8.33 1.08 0.71
H 8.27 -1.53 1.34
H 8.45 -1.05 -0.44
H 6.44 -2.85 0.78
H 5.45 -1.38 0.29
H 6.58 -1.37 -2.07
H 7.58 -2.85 -1.60
H 4.58 -2.53 -2.53
H 5.81 -3.91 -2.87
H 4.47 -5.22 -1.53
H 5.28 -4.44 -0.06
H 2.76 -3.22 -1.63
H 3.29 -2.79 0.12
H 2.34 -5.75 -0.62
H 2.37 -4.81 1.05
H -0.02 -5.10 -0.57
H 0.68 -3.41 -1.13
H -1.49 -3.40 -0.28
H -1.63 -4.59 1.12
H -3.69 -2.51 3.09
H -3.45 -4.03 2.10
H -5.40 -3.01 1.21
H -4.74 -1.32 1.31
H -4.91 -2.01 -1.12
H -3.11 -2.15 -0.86
H -3.38 -4.50 -1.43
H -4.48 -4.79 0.02
H -6.55 -3.98 -1.49
H -5.66 -5.43 -2.15
H -6.81 -2.82 -4.39
H -5.43 -1.72 -3.89
H -6.67 -2.15 -2.62
H -2.79 1.99 1.06
H -4.03 0.66 0.88
H -3.00 -0.01 -1.38
H -1.31 0.47 -0.88
H -3.05 2.98 -1.02
H -3.07 1.92 -2.59
H -0.97 3.58 -1.87
H -1.00 2.37 -3.03
H -0.44 2.14 2.75
H 0.99 -0.87 0.20
H 0.58 -0.76 4.14
C -0.29 7.33 -2.10
N -0.79 5.93 -2.19
O -0.67 5.36 -3.26
O -1.29 5.46 -1.18
H 0.12 7.62 -3.07
H -1.14 7.96 -1.84
H 0.48 7.36 -1.33
C 2.44 2.79 -0.91
N 2.61 3.11 -2.35
O 3.35 4.04 -2.63
O 1.99 2.42 -3.15
H 3.04 3.47 -0.32
H 1.38 2.90 -0.67
H 2.77 1.76 -0.76
C -2.40 4.00 4.26
N -2.92 4.54 2.97
O -3.50 3.77 2.23
O -2.72 5.73 2.75
H -2.64 2.94 4.32
H -1.32 4.15 4.26
H -2.88 4.56 5.06
C -6.17 1.64 2.84
N -6.70 0.25 2.80
O -6.59 -0.36 1.75
O -7.20 -0.19 3.83
H -5.76 1.89 1.87
H -7.01 2.29 3.09
H -5.40 1.67 3.61
C 4.43 -3.58 -5.80
N 3.68 -4.65 -5.09
O 3.12 -4.35 -4.05
O 3.69 -5.76 -5.59
H 4.34 -2.66 -5.24
H 5.47 -3.89 -5.87
H 3.98 -3.48 -6.79
C 8.80 -5.55 -5.40
N 8.36 -4.31 -4.71
O 7.36 -3.76 -5.14
O 9.04 -3.93 -3.78
H 8.11 -5.77 -6.21
H 9.80 -5.38 -5.78
H 8.79 -6.35 -4.66
C -4.80 7.27 1.34
N -5.32 7.81 0.05
O -5.90 7.03 -0.69
O -5.12 8.99 -0.17
H -5.04 6.21 1.40
H -3.72 7.42 1.34
H -5.28 7.82 2.14
C 6.06 5.72 0.50
N 6.06 4.37 1.11
O 7.07 4.03 1.72
O 5.06 3.70 0.96
H 7.02 6.20 0.71
H 5.92 5.60 -0.57
H 5.24 6.28 0.94
C -9.92 0.98 5.80
N -9.55 2.39 5.48
O -8.91 3.00 6.32
O -9.91 2.82 4.40
H -9.53 0.73 6.79
H -11.01 0.92 5.79
H -9.47 0.35 5.04
*
```

Its energy is -5242.60736 hartree. Its structure (SMILES) is CCCCCCCCCCOC[C@@](CCCCCOC)(N=C=S)O[C@@](CCCN)(N=C=S)PP(=O)(O)O.C[N+](=O)[O-].C[N+](=O)[O-].C[N+](=O)[O-].C[N+](=O)[O-].C[N+](=O)[O-].C[N+](=O)[O-].C[N+](=O)[O-].C[N+](=O)[O-].C[N+](=O)[O-]. The highest occupied orbital energy is -8.77 eV.

no.,frontier orbital gap (eV)
1,3.62
2,9.81
3,7.65